Entry one
Computed, not measured: a single C6H12 molecule, with ωB97M-V with the def2-TZVPD basis set.

XYZ file:
```
18
Properties=species:S:1:pos:R:3
C 1.941 -1.489 -0.879
C 0.980 -1.007 0.203
C -0.706 1.157 1.249
C -0.992 2.380 0.468
C -1.383 -0.026 0.655
C -0.364 -0.571 -0.386
H 1.512 -2.323 -1.448
H 2.889 -1.828 -0.450
H 2.164 -0.684 -1.590
H 0.808 -1.802 0.939
H 1.425 -0.174 0.758
H -1.750 2.861 1.115
H -1.442 2.268 -0.535
H -0.152 3.082 0.446
H -1.574 -0.811 1.396
H -2.319 0.200 0.113
H -0.198 0.190 -1.161
H -0.837 -1.422 -0.892
```

Charge: 0
Multiplicity: 1
Lowest unoccupied orbital energy (Ha): 0.013

Entry two
Computed, not measured: a single C6H12 molecule, with ωB97M-V with the def2-TZVPD basis set.

XYZ file:
```
18
Properties=species:S:1:pos:R:3
C 1.247 -0.237 -1.357
C 0.098 0.662 -0.965
C -0.094 1.152 0.451
C 0.649 0.564 1.633
C -1.079 0.195 -0.162
C -1.246 -1.283 0.141
H 0.997 -0.821 -2.251
H 1.531 -0.939 -0.565
H 2.128 0.374 -1.585
H -0.160 1.383 -1.738
H -0.416 2.192 0.532
H 1.731 0.426 1.517
H 0.202 -0.420 1.790
H 0.460 1.159 2.532
H -2.057 0.587 -0.423
H -0.360 -1.922 0.271
H -1.704 -1.578 -0.800
H -1.928 -1.493 0.979
```

Charge: 0
Multiplicity: 1
Structure (SMILES): C[C@H]1[C@@H](C)[C@H]1C
Lowest unoccupied orbital energy (Ha): 0.042

Entry three
Computed, not measured: a single C6H12 molecule, with ωB97M-V with the def2-TZVPD basis set.

XYZ file:
```
18
Properties=species:S:1:pos:R:3
C -1.632 0.467 -0.952
C -0.222 0.740 -0.484
C 0.951 -0.044 -1.107
C 1.649 0.070 0.274
C 0.260 0.295 0.917
C -0.344 -1.024 1.391
H -1.844 -0.608 -0.937
H -2.370 0.974 -0.320
H -1.758 0.823 -1.980
H 0.005 1.810 -0.577
H 0.688 -1.071 -1.377
H 1.431 0.427 -1.970
H 2.282 0.959 0.197
H 2.242 -0.757 0.676
H 0.154 1.051 1.706
H -1.423 -0.936 1.561
H -0.189 -1.821 0.653
H 0.119 -1.354 2.329
```

Charge: 0
Multiplicity: 1
Structure (SMILES): C[C@@H]1CC[C@@H]1C
Lowest unoccupied orbital energy (Ha): 0.044

Q: Which of them is the least stable? A: entry one.

Entry one
Computed, not measured: a single C6H12 molecule, with ωB97M-V with the def2-TZVPD basis set.

XYZ file:
```
18
Properties=species:S:1:pos:R:3
C 2.074 -0.167 0.694
C 0.868 0.247 -0.108
C -0.158 1.094 0.627
C -1.491 0.832 -0.062
C -1.445 -0.563 -0.645
C -0.038 -1.080 -0.692
H 1.726 -0.731 1.574
H 2.634 0.698 1.070
H 2.757 -0.802 0.125
H 0.929 0.343 -1.199
H 0.064 2.169 0.636
H -0.209 0.758 1.677
H -2.339 0.913 0.618
H -1.656 1.546 -0.872
H -2.033 -1.269 -0.066
H -1.888 -0.562 -1.638
H 0.066 -1.927 -0.022
H 0.139 -1.499 -1.716
```

Charge: 0
Multiplicity: 1
Structure (SMILES): CC1CCCC1
Lowest unoccupied orbital energy (Ha): 0.045

Entry two
Computed, not measured: a single C6H12 molecule, with ωB97M-V with the def2-TZVPD basis set.

XYZ file:
```
18
Properties=species:S:1:pos:R:3
C -1.820 0.513 1.242
C -1.226 -0.619 0.436
C 0.127 -1.046 0.708
C 1.094 -0.428 -0.613
C 2.274 0.312 -0.441
C 0.213 0.623 -1.232
H -1.223 1.427 1.115
H -1.835 0.299 2.319
H -2.843 0.742 0.927
H -1.925 -1.359 0.047
H -0.896 0.105 -0.818
H 0.289 -2.125 0.683
H 0.566 -0.618 1.611
H 1.230 -1.284 -1.279
H 2.257 1.227 0.146
H 3.251 -0.028 -0.777
H 0.287 0.769 -2.311
H 0.194 1.578 -0.698
```

Charge: 0
Multiplicity: 1
Lowest unoccupied orbital energy (alpha / beta) (Ha): 0.012 / 0.017

Q: Which of them is the least stable? A: entry two.

Entry one
Computed, not measured: a single C6H12 molecule, with ωB97M-V with the def2-TZVPD basis set.

XYZ file:
```
18
Properties=species:S:1:pos:R:3
C -1.182 2.289 1.187
C 0.086 1.461 1.420
C 0.495 0.690 0.200
C 0.572 -0.637 0.118
C 0.963 -1.403 -1.111
C -0.139 -2.350 -1.572
H -2.034 1.640 0.961
H -1.450 2.894 2.061
H -1.049 2.955 0.329
H 0.906 2.127 1.730
H -0.080 0.760 2.245
H 0.754 1.280 -0.684
H 0.327 -1.234 1.003
H 1.216 -0.697 -1.910
H 1.878 -1.991 -0.918
H 0.171 -2.925 -2.450
H -1.040 -1.794 -1.834
H -0.393 -3.064 -0.773
```

Charge: 0
Multiplicity: 1
Structure (SMILES): CC/C=C/CC
Lowest unoccupied orbital energy (Ha): 0.047

Entry two
Computed, not measured: 2 unconnected molecules or ions with the total composition C6H12, with ωB97M-V with the def2-TZVPD basis set.

XYZ file:
```
18
Properties=species:S:1:pos:R:3
C 2.545 0.177 0.762
C 1.180 0.579 0.285
C 0.189 0.992 1.074
C -1.171 1.407 0.593
H 2.603 0.190 1.855
H 3.314 0.857 0.373
H 2.807 -0.831 0.418
H 1.002 0.521 -0.791
H 0.361 1.043 2.151
H -1.371 2.460 0.829
H -1.961 0.817 1.075
H -1.263 1.276 -0.490
C -1.871 -1.318 -1.707
C -0.877 -1.849 -1.004
H -2.616 -0.676 -1.242
H -1.983 -1.499 -2.773
H -0.760 -1.655 0.059
H -0.129 -2.491 -1.465
```

Charge: 0
Multiplicity: 1
Structure (SMILES): C/C=C/C.C=C
Lowest unoccupied orbital energy (Ha): 0.046

Q: Which of them is the least stable? A: entry two.